a) Entry from OMol25: a cluster of 12 separate species, C48H132N12O12 in total (the ωB97M-V functional and the def2-TZVPD basis).

Structure (XYZ):
```
204
Properties=species:S:1:pos:R:3
C 9.987 -8.433 7.167
O 9.615 -7.406 6.196
C 10.218 -7.492 4.871
C 10.053 -6.181 4.069
C 8.567 -5.686 4.013
N 10.462 -6.290 2.694
H 11.066 -8.473 7.314
H 9.565 -9.398 6.888
H 9.612 -8.344 8.187
H 11.290 -7.661 4.976
H 9.777 -8.326 4.325
H 10.605 -5.348 4.505
H 8.134 -5.291 4.932
H 8.034 -6.608 3.779
H 8.422 -5.000 3.179
H 10.149 -5.448 2.231
H 10.040 -7.051 2.183
C 12.291 -5.107 -5.414
O 10.925 -4.741 -5.182
C 10.749 -3.324 -4.915
C 9.250 -3.232 -4.704
C 8.488 -3.300 -6.036
N 8.732 -2.046 -4.018
H 12.530 -4.649 -6.374
H 12.526 -6.161 -5.556
H 12.982 -4.679 -4.688
H 11.207 -3.080 -3.956
H 11.211 -2.696 -5.676
H 8.866 -4.055 -4.100
H 8.745 -4.228 -6.547
H 8.801 -2.442 -6.630
H 7.399 -3.258 -6.029
H 9.242 -1.829 -3.174
H 7.768 -2.232 -3.778
C -6.938 -5.829 -1.043
O -5.718 -6.358 -1.489
C -5.811 -7.831 -1.625
C -4.609 -8.449 -2.332
C -4.620 -9.996 -2.173
N -3.376 -8.039 -1.712
H -6.986 -5.898 0.043
H -7.797 -6.322 -1.498
H -6.995 -4.782 -1.343
H -5.834 -8.183 -0.594
H -6.696 -8.132 -2.187
H -4.544 -8.045 -3.343
H -4.725 -10.320 -1.137
H -3.725 -10.519 -2.509
H -5.354 -10.454 -2.836
H -3.461 -7.054 -1.503
H -3.235 -8.534 -0.843
C 1.998 2.381 -5.767
O 0.569 2.176 -5.741
C -0.077 1.616 -6.924
C -1.455 1.129 -6.476
C -1.628 0.100 -5.348
N -2.232 0.642 -7.602
H 2.380 2.366 -4.746
H 2.175 3.348 -6.237
H 2.605 1.610 -6.241
H -0.156 2.390 -7.686
H 0.434 0.831 -7.482
H -2.001 1.999 -6.112
H -2.626 -0.332 -5.274
H -1.548 0.609 -4.388
H -0.816 -0.627 -5.370
H -1.922 -0.281 -7.872
H -3.168 0.448 -7.278
C 0.424 8.245 -4.076
O 0.603 9.147 -5.170
C -0.577 9.678 -5.726
C -1.416 8.642 -6.512
C -0.849 8.324 -7.910
N -2.790 8.992 -6.735
H 0.078 8.703 -3.149
H 1.378 7.772 -3.842
H -0.220 7.409 -4.349
H -1.191 10.077 -4.918
H -0.479 10.492 -6.444
H -1.420 7.653 -6.054
H 0.132 7.855 -7.833
H -0.846 9.159 -8.612
H -1.567 7.665 -8.398
H -3.195 9.039 -5.810
H -3.226 8.160 -7.106
C 3.288 1.493 7.355
O 2.971 0.424 8.207
C 1.608 -0.060 8.154
C 1.483 -1.229 9.241
C 2.435 -2.397 9.040
N 0.128 -1.694 9.319
H 4.258 1.908 7.631
H 2.518 2.265 7.347
H 3.541 1.282 6.316
H 0.816 0.688 8.150
H 1.521 -0.584 7.202
H 1.748 -0.901 10.246
H 2.106 -3.248 9.637
H 3.427 -2.115 9.393
H 2.408 -2.753 8.010
H 0.076 -2.568 9.824
H -0.195 -1.952 8.398
C -5.434 9.836 -1.325
O -6.184 10.631 -2.308
C -6.267 12.025 -1.911
C -7.431 12.682 -2.649
C -7.470 14.224 -2.495
N -8.738 12.153 -2.237
H -5.170 8.827 -1.641
H -5.979 9.676 -0.394
H -4.467 10.274 -1.077
H -6.309 12.119 -0.826
H -5.319 12.434 -2.259
H -7.299 12.493 -3.714
H -6.642 14.716 -3.006
H -7.506 14.724 -1.528
H -8.330 14.600 -3.049
H -8.936 12.379 -1.273
H -8.605 11.154 -2.170
C 0.080 1.996 1.394
O 0.388 0.594 1.305
C 1.446 0.365 0.369
C 1.519 -1.167 0.011
C 1.846 -2.008 1.240
N 2.449 -1.453 -1.044
H -0.754 2.214 2.062
H -0.244 2.481 0.473
H 0.865 2.622 1.818
H 1.099 0.835 -0.552
H 2.402 0.726 0.750
H 0.476 -1.380 -0.225
H 2.927 -1.974 1.378
H 1.662 -3.055 0.999
H 1.176 -1.883 2.091
H 2.430 -2.422 -1.326
H 2.061 -0.959 -1.835
C 5.431 -12.564 -4.613
O 5.631 -11.252 -4.060
C 4.603 -10.336 -4.356
C 4.913 -8.957 -3.747
C 4.966 -8.891 -2.210
N 3.928 -7.952 -4.109
H 5.272 -12.409 -5.680
H 4.621 -13.134 -4.156
H 6.387 -13.047 -4.414
H 4.651 -10.133 -5.426
H 3.660 -10.713 -3.960
H 5.895 -8.616 -4.072
H 5.502 -7.964 -2.005
H 5.533 -9.717 -1.782
H 4.019 -8.858 -1.671
H 3.047 -8.269 -3.730
H 3.691 -7.862 -5.087
C -2.740 -3.844 4.439
O -2.361 -5.160 4.886
C -2.774 -6.195 4.014
C -2.198 -7.555 4.559
C -0.714 -7.599 4.617
N -2.455 -8.638 3.657
H -2.042 -3.059 4.730
H -3.639 -3.563 4.988
H -2.990 -3.692 3.389
H -3.863 -6.198 3.979
H -2.440 -5.954 3.005
H -2.634 -7.818 5.523
H -0.329 -8.394 5.256
H -0.342 -6.673 5.056
H -0.203 -7.733 3.664
H -2.343 -9.506 4.160
H -3.458 -8.647 3.530
C -0.241 10.417 4.516
O -1.157 10.222 5.610
C -2.436 9.887 5.147
C -3.516 9.962 6.316
C -3.132 9.269 7.603
N -4.789 9.405 5.861
H 0.062 9.501 4.008
H 0.666 10.781 4.998
H -0.382 11.249 3.826
H -2.699 10.520 4.300
H -2.402 8.831 4.879
H -3.689 11.019 6.519
H -2.747 8.269 7.401
H -3.981 9.303 8.286
H -2.249 9.717 8.058
H -5.620 9.656 6.377
H -4.826 8.405 5.996
C -7.432 3.037 0.088
O -8.261 4.058 0.643
C -9.563 3.644 0.876
C -10.380 4.850 1.456
C -11.806 4.562 1.659
N -10.322 6.038 0.592
H -7.163 2.355 0.894
H -6.456 3.412 -0.220
H -7.905 2.509 -0.740
H -10.022 3.280 -0.043
H -9.549 2.853 1.626
H -9.870 5.161 2.369
H -12.381 5.447 1.931
H -11.851 3.909 2.531
H -12.220 4.078 0.775
H -9.353 6.267 0.424
H -10.683 6.813 1.128
```

Values from the calculation:
- E_HOMO (hartree) = -0.3312
- LUMO energy (Eh) = 0.0097
- total charge = 0



b) Entry from OMol25: a cluster of 12 separate species, C48H132N12O12 in total (the ωB97M-V functional and the def2-TZVPD basis).

Structure (XYZ):
```
204
Properties=species:S:1:pos:R:3
C 4.845 3.078 0.973
O 3.775 2.300 0.444
C 2.604 2.502 1.220
C 1.355 2.070 0.445
C 1.127 2.831 -0.885
N 0.141 2.214 1.254
H 5.135 2.664 1.905
H 4.596 4.177 0.937
H 5.676 2.882 0.327
H 2.656 2.020 2.179
H 2.414 3.546 1.528
H 1.460 0.956 0.237
H 1.948 2.774 -1.554
H 1.048 3.904 -0.570
H 0.187 2.579 -1.376
H -0.002 3.210 1.204
H 0.375 1.936 2.198
C 4.410 0.486 -2.548
O 5.266 -0.580 -2.414
C 4.676 -1.820 -2.829
C 5.671 -2.922 -3.128
C 6.745 -2.512 -4.094
N 4.838 -4.032 -3.564
H 4.123 0.689 -3.572
H 4.892 1.405 -2.212
H 3.524 0.454 -1.916
H 3.997 -2.141 -2.056
H 3.952 -1.602 -3.698
H 6.231 -3.175 -2.193
H 7.501 -3.263 -4.208
H 7.219 -1.575 -3.640
H 6.390 -2.234 -5.029
H 5.517 -4.770 -3.558
H 4.497 -3.808 -4.496
C -1.047 5.320 -2.418
O -0.955 6.001 -1.152
C -1.796 5.270 -0.245
C -1.636 5.733 1.193
C -2.354 7.081 1.415
N -0.217 5.653 1.520
H -0.735 6.036 -3.155
H -2.072 5.142 -2.643
H -0.468 4.357 -2.417
H -2.819 5.393 -0.546
H -1.552 4.226 -0.300
H -2.178 4.949 1.771
H -2.315 7.433 2.466
H -3.314 7.193 1.063
H -1.826 7.807 0.810
H 0.021 5.822 2.479
H 0.246 6.355 0.903
C 2.025 -1.476 -6.405
O 3.420 -1.692 -6.404
C 3.986 -1.640 -7.670
C 5.412 -2.290 -7.647
C 6.071 -2.430 -9.001
N 5.211 -3.634 -7.075
H 1.757 -0.461 -6.618
H 1.636 -1.770 -5.396
H 1.569 -2.188 -7.111
H 3.305 -2.079 -8.426
H 4.078 -0.593 -8.094
H 6.024 -1.762 -6.960
H 6.489 -1.576 -9.424
H 5.435 -2.883 -9.745
H 6.959 -3.132 -8.851
H 6.159 -4.084 -6.979
H 4.795 -4.352 -7.706
C 0.809 -1.522 2.390
O 1.534 -2.118 3.421
C 0.771 -2.559 4.564
C -0.491 -3.320 4.125
C -1.280 -3.729 5.299
N -0.040 -4.499 3.355
H 1.497 -1.247 1.622
H 0.228 -0.599 2.692
H 0.089 -2.126 1.892
H 1.452 -3.197 5.110
H 0.477 -1.782 5.235
H -1.171 -2.624 3.652
H -1.498 -2.832 5.884
H -0.725 -4.351 6.006
H -2.183 -4.334 4.994
H 0.391 -4.250 2.449
H -0.928 -4.982 3.063
C -0.739 0.874 -4.357
O -1.986 1.213 -3.848
C -2.996 1.434 -4.928
C -4.342 1.540 -4.354
C -4.596 2.796 -3.386
N -4.731 0.274 -3.753
H -0.453 1.736 -5.045
H -0.688 -0.118 -4.766
H 0.087 0.955 -3.599
H -2.687 2.392 -5.440
H -2.963 0.618 -5.643
H -5.034 1.631 -5.181
H -5.689 2.845 -3.101
H -4.342 3.730 -3.843
H -4.100 2.760 -2.432
H -5.685 0.483 -3.475
H -4.115 -0.040 -3.038
C 0.936 -1.982 -2.506
O -0.364 -1.650 -2.823
C -1.423 -2.104 -2.064
C -1.494 -1.383 -0.700
C -2.305 -2.229 0.247
N -2.176 -0.079 -0.846
H 1.312 -2.827 -3.064
H 1.187 -2.105 -1.446
H 1.514 -1.114 -2.791
H -2.325 -1.970 -2.652
H -1.323 -3.179 -1.845
H -0.498 -1.311 -0.337
H -3.318 -2.482 -0.119
H -2.495 -1.728 1.204
H -1.713 -3.030 0.547
H -2.040 0.454 -0.007
H -1.813 0.505 -1.675
C 1.572 0.861 5.284
O 1.576 2.234 4.948
C 0.986 2.952 6.030
C 0.555 4.366 5.573
C 0.135 5.213 6.740
N -0.500 4.343 4.539
H 2.233 0.653 6.147
H 1.817 0.315 4.411
H 0.638 0.416 5.613
H 0.070 2.383 6.354
H 1.689 3.022 6.897
H 1.329 4.916 5.051
H -0.698 4.734 7.313
H -0.280 6.108 6.379
H 0.936 5.413 7.466
H -0.075 4.080 3.681
H -1.181 3.639 4.833
C -3.971 1.912 3.112
O -3.605 2.614 4.287
C -4.491 3.716 4.496
C -4.714 3.912 6.019
C -5.525 5.139 6.319
N -3.406 3.977 6.690
H -3.477 0.979 3.251
H -3.591 2.372 2.227
H -5.056 1.719 3.047
H -3.956 4.645 4.108
H -5.448 3.556 3.960
H -5.324 3.117 6.483
H -6.373 5.244 5.607
H -4.859 6.069 6.227
H -5.935 5.170 7.329
H -3.146 4.939 6.739
H -2.770 3.436 6.169
C -1.968 0.227 4.848
O -3.243 -0.233 5.232
C -3.553 0.371 6.470
C -4.961 -0.048 6.938
C -6.023 0.095 5.822
N -5.227 0.772 8.149
H -1.798 1.342 4.763
H -1.711 -0.356 3.959
H -1.263 -0.116 5.644
H -2.820 -0.008 7.213
H -3.514 1.481 6.286
H -5.116 -1.135 7.238
H -6.184 1.189 5.617
H -6.971 -0.322 6.210
H -5.831 -0.532 4.975
H -6.138 0.685 8.539
H -4.551 0.535 8.845
C 1.531 -4.802 -6.287
O 0.240 -4.238 -6.625
C -0.549 -3.943 -5.482
C -2.002 -3.401 -5.992
C -1.821 -1.909 -6.062
N -2.968 -3.781 -5.056
H 2.075 -4.180 -5.641
H 2.029 -4.943 -7.244
H 1.442 -5.739 -5.643
H -0.741 -4.877 -4.917
H 0.004 -3.188 -4.925
H -2.110 -3.880 -7.013
H -0.826 -1.829 -6.610
H -1.836 -1.471 -5.107
H -2.650 -1.427 -6.629
H -3.857 -3.366 -5.217
H -3.154 -4.765 -5.006
C 0.940 -5.179 -0.647
O 1.333 -4.167 0.235
C 2.709 -3.901 0.110
C 3.541 -5.074 0.623
C 2.954 -5.639 1.975
N 4.971 -4.656 0.795
H 1.373 -4.987 -1.608
H -0.188 -5.087 -0.739
H 1.284 -6.139 -0.309
H 2.994 -3.682 -0.925
H 2.985 -3.117 0.763
H 3.548 -5.890 -0.144
H 1.917 -5.958 1.825
H 2.831 -4.833 2.693
H 3.585 -6.455 2.308
H 5.411 -4.613 -0.108
H 5.071 -3.803 1.304
```

Values from the calculation:
- E_HOMO (hartree) = -0.3205
- LUMO energy (Eh) = 0.0270
- total charge = 0



c) Entry from OMol25: a cluster of 12 separate species, C48H132N12O12 in total (the ωB97M-V functional and the def2-TZVPD basis).

Structure (XYZ):
```
204
Properties=species:S:1:pos:R:3
C 14.683 -3.443 22.581
O 15.032 -2.832 21.344
C 14.249 -1.639 21.080
C 14.764 -1.085 19.696
C 16.281 -0.584 19.781
N 13.862 -0.164 19.030
H 14.841 -2.815 23.457
H 15.279 -4.305 22.882
H 13.617 -3.672 22.583
H 13.200 -1.934 21.107
H 14.421 -0.920 21.881
H 14.804 -1.928 19.007
H 16.434 0.154 20.569
H 16.660 -0.166 18.849
H 16.910 -1.452 19.978
H 12.966 -0.611 18.900
H 14.241 0.215 18.174
C 18.428 11.945 12.066
O 17.514 10.839 12.387
C 17.987 10.174 13.556
C 17.168 8.845 13.752
C 17.386 8.279 15.182
N 17.316 7.790 12.781
H 18.289 12.734 12.805
H 18.169 12.337 11.082
H 19.483 11.690 11.963
H 19.070 10.069 13.605
H 17.753 10.756 14.448
H 16.123 9.140 13.665
H 16.852 7.341 15.335
H 17.081 8.986 15.954
H 18.446 8.082 15.343
H 17.277 8.042 11.803
H 16.739 6.965 12.865
C 13.969 -2.903 13.287
O 14.438 -3.899 14.164
C 15.059 -4.937 13.465
C 15.837 -5.781 14.432
C 16.907 -4.937 15.100
N 16.393 -6.954 13.775
H 13.767 -2.006 13.872
H 13.080 -3.221 12.742
H 14.619 -2.535 12.493
H 14.331 -5.542 12.925
H 15.744 -4.592 12.690
H 15.114 -6.140 15.165
H 16.519 -4.071 15.638
H 17.561 -4.532 14.328
H 17.471 -5.491 15.850
H 15.736 -7.720 13.800
H 17.184 -7.213 14.349
C 15.800 5.595 19.523
O 17.014 5.773 18.802
C 17.692 7.002 19.057
C 19.175 6.960 18.683
C 19.912 5.752 19.345
N 19.802 8.192 19.127
H 15.089 6.388 19.291
H 15.981 5.683 20.594
H 15.452 4.578 19.346
H 17.183 7.794 18.508
H 17.502 7.199 20.113
H 19.295 6.936 17.600
H 20.986 5.740 19.158
H 19.413 4.848 18.997
H 19.852 5.841 20.430
H 20.009 8.118 20.112
H 19.082 8.899 19.157
C 14.621 0.545 12.427
O 13.363 0.015 12.079
C 12.441 1.029 11.757
C 11.139 0.504 11.082
C 11.333 -0.389 9.828
N 10.229 1.586 10.777
H 14.642 1.237 13.269
H 15.230 1.045 11.674
H 15.330 -0.178 12.832
H 12.145 1.593 12.642
H 12.923 1.765 11.113
H 10.543 -0.005 11.839
H 10.406 -0.615 9.300
H 11.690 -1.346 10.210
H 11.987 -0.035 9.032
H 10.632 2.261 10.144
H 10.127 2.069 11.659
C 13.750 -6.725 21.119
O 13.289 -6.454 19.813
C 13.452 -5.080 19.449
C 12.789 -4.957 18.033
C 13.180 -3.583 17.371
N 11.370 -4.956 18.260
H 14.706 -6.245 21.327
H 13.795 -7.797 21.307
H 12.982 -6.410 21.825
H 12.920 -4.422 20.136
H 14.495 -4.768 19.397
H 13.169 -5.709 17.341
H 14.261 -3.446 17.335
H 12.735 -2.719 17.864
H 12.868 -3.669 16.330
H 11.322 -5.850 18.727
H 10.805 -5.084 17.433
C 15.659 4.191 11.945
O 15.302 5.391 12.617
C 14.277 6.014 11.892
C 13.951 7.471 12.299
C 13.480 7.534 13.733
N 12.937 8.040 11.454
H 16.175 4.427 11.015
H 14.807 3.571 11.666
H 16.399 3.657 12.541
H 14.550 6.079 10.839
H 13.375 5.406 11.966
H 14.866 8.063 12.257
H 12.632 6.921 14.039
H 13.286 8.584 13.951
H 14.200 7.261 14.504
H 13.316 8.122 10.522
H 12.630 8.977 11.675
C 18.459 -2.509 17.124
O 18.121 -1.884 15.884
C 19.166 -1.252 15.150
C 18.598 -0.370 14.039
C 18.011 -1.200 12.951
N 19.546 0.496 13.428
H 18.954 -1.815 17.803
H 19.129 -3.369 17.120
H 17.510 -2.788 17.582
H 19.847 -0.661 15.762
H 19.908 -1.987 14.839
H 17.754 0.177 14.459
H 17.186 -1.850 13.240
H 18.740 -1.900 12.542
H 17.713 -0.485 12.184
H 20.454 0.055 13.373
H 19.797 1.284 14.008
C 11.614 2.281 16.871
O 10.665 2.917 16.072
C 11.206 3.709 14.975
C 10.026 4.128 13.997
C 8.904 4.837 14.752
N 9.541 3.005 13.211
H 11.113 1.996 17.796
H 12.463 2.900 17.160
H 11.934 1.343 16.416
H 11.816 4.568 15.253
H 11.887 3.031 14.460
H 10.524 4.871 13.375
H 8.125 5.149 14.058
H 9.325 5.664 15.323
H 8.600 4.136 15.530
H 8.721 3.368 12.745
H 9.138 2.404 13.916
C 11.264 -1.178 14.868
O 11.072 -2.583 14.976
C 9.874 -3.047 14.347
C 9.276 -4.391 14.900
C 10.302 -5.561 14.676
N 8.039 -4.783 14.244
H 11.301 -0.960 13.801
H 12.200 -0.997 15.396
H 10.567 -0.585 15.460
H 9.111 -2.269 14.356
H 10.114 -3.190 13.294
H 9.057 -4.357 15.967
H 10.592 -5.654 13.630
H 9.772 -6.435 15.055
H 11.201 -5.488 15.289
H 8.150 -4.628 13.252
H 7.376 -4.101 14.586
C 19.192 1.780 19.249
O 19.581 2.601 18.156
C 20.733 2.173 17.487
C 21.090 2.931 16.177
C 21.199 4.365 16.334
N 20.156 2.767 15.102
H 18.383 2.292 19.770
H 19.918 1.561 20.032
H 18.813 0.837 18.856
H 21.586 2.390 18.129
H 20.717 1.118 17.210
H 22.028 2.479 15.855
H 20.291 4.928 16.548
H 21.597 4.738 15.389
H 21.946 4.657 17.072
H 20.386 3.404 14.353
H 19.234 2.979 15.456
C 15.279 -0.334 16.072
O 15.205 1.062 16.455
C 16.367 1.776 16.160
C 16.247 3.262 16.637
C 15.321 4.113 15.725
N 17.578 3.963 16.704
H 15.507 -0.458 15.013
H 14.355 -0.868 16.294
H 16.021 -0.705 16.779
H 17.180 1.209 16.613
H 16.497 1.696 15.080
H 15.893 3.318 17.666
H 15.658 4.124 14.689
H 15.373 5.135 16.098
H 14.301 3.730 15.769
H 17.352 4.691 17.368
H 18.261 3.441 17.234
```

Values from the calculation:
- E_HOMO (hartree) = -0.3110
- LUMO energy (Eh) = 0.0202
- total charge = 0



Least stable structure among those shown: a).